Entry 1:
ORCA calculation (ωB97M-V with the def2-TZVPD basis set) on an isolated ion of composition H4N2O4PS and charge -1 in a non-equilibrium geometry.

Geometry as XYZ:
```
12
Properties=species:S:1:pos:R:3:forces:R:3:nbo_charge:R:1
O 0.705652 0.721425 -1.306725 1.410 1.033 0.616 -1.01
N 0.710444 -0.442946 0.884547 -1.500 0.982 0.341 -1.20
H -0.476948 1.502119 0.637225 -1.238 1.024 0.452 0.51
S 1.270737 0.866206 0.044308 -1.629 -3.557 -0.874 2.49
O 2.675825 0.860323 0.251200 1.103 1.317 -0.399 -0.96
N -1.366950 -1.294341 -0.772558 -0.200 -1.344 0.451 -1.21
P -1.246943 -0.561291 0.791420 0.417 -1.697 -0.103 1.35
H 1.027322 -1.257896 0.393865 0.237 -0.529 -0.241 0.36
O -1.763740 0.864423 0.608605 1.060 0.665 -0.002 -1.15
H -0.971255 -0.915830 -1.611630 0.330 0.806 -0.136 0.39
H -1.053678 -2.271197 -0.714273 -0.390 0.434 0.062 0.35
O 0.489535 1.929006 0.794015 0.401 0.866 -0.166 -0.92
```
Forces are in eV/Å.

Its net charge is -1. The lowest unoccupied orbital energy is 3.90 eV. The calculation puts the largest force on an atom at 4.0 eV/A.



Entry 2:
ORCA calculation (ωB97M-V with the def2-TZVPD basis set) on C15H12ClN2O3Tc as an isolated structure in a non-equilibrium geometry.

Geometry as XYZ:
```
34
Properties=species:S:1:pos:R:3:forces:R:3:nbo_charge:R:1
C 1.064909 -3.527635 -0.283056 -0.051 -0.252 0.003 -0.11
O -1.346991 2.743165 0.488344 -1.207 -0.090 0.507 -0.68
C 1.264109 -4.888335 -0.364456 0.040 0.185 -0.048 -0.25
H 2.234709 5.747365 -1.749356 0.110 0.003 -0.053 0.24
C -1.340091 -3.885435 -0.182056 1.094 -0.046 -0.079 0.46
C 0.986609 1.486565 -0.726856 -0.424 -0.434 0.205 0.19
C 1.520709 5.107365 -1.257256 0.018 0.005 0.006 -0.24
C -0.426191 -1.571435 -0.073356 1.879 0.662 -0.660 0.60
N 0.549509 -0.735635 -0.400056 0.276 -2.489 -0.073 -0.37
N 0.199309 0.526165 -0.253356 -1.115 2.283 0.282 -0.28
C 0.747509 2.872765 -0.657756 -0.720 0.999 0.334 -0.25
H 0.321309 -6.818435 -0.486756 0.032 -0.129 -0.008 0.23
H -2.621491 -2.509435 0.099644 0.008 -0.530 -0.069 0.50
Cl -0.734291 -0.745135 3.285244 0.005 -0.286 0.042 0.03
O -2.598191 -3.470035 -0.076856 -0.749 0.444 0.115 -0.66
C -0.231091 -2.998935 -0.184956 -0.689 -0.445 0.148 -0.29
C 0.167609 -5.754935 -0.401756 0.039 0.383 0.035 -0.13
H 2.261909 -5.291535 -0.401456 0.154 0.007 -0.046 0.23
H -1.967691 -5.914935 -0.349756 -0.133 -0.070 0.012 0.24
H 2.518909 3.308365 -1.794856 0.145 -0.043 -0.020 0.23
C -1.112091 -5.260535 -0.323856 -0.243 0.305 0.080 -0.30
C -0.405491 3.472765 -0.020256 2.136 1.095 -1.197 0.45
C -0.507191 4.873265 0.013644 -0.319 -0.536 0.232 -0.29
C -0.827691 0.865865 2.626544 -0.215 0.018 -0.327 -0.58
H -1.357591 5.298065 0.522644 -0.131 0.050 0.031 0.24
H 0.310009 6.748165 -0.566156 -0.017 0.121 0.013 0.24
O -1.557891 -1.052635 0.326444 -1.162 -0.162 0.089 -0.74
H 1.887509 1.145865 -1.228256 -0.054 -0.146 0.061 0.25
H 1.891609 -2.835635 -0.274256 0.142 -0.016 0.015 0.23
C 1.678409 3.745265 -1.277856 -0.135 -0.061 0.090 -0.10
H 0.148809 1.336065 2.752444 -0.160 0.104 -0.405 0.24
Tc -1.568191 0.886965 0.611544 1.283 -0.627 1.060 1.53
C 0.427609 5.676965 -0.593356 0.219 -0.407 -0.107 -0.10
H -1.578891 1.419665 3.201444 -0.058 0.102 -0.267 0.23
```
Forces are in eV/Å.

Its net charge is +1. As for the spin multiplicity: 4. The lowest unoccupied orbital energy (alpha / beta) is -5.28 / -6.04 eV. The calculation puts the largest force on an atom at 2.7 eV/A.



Entry 3:
ORCA calculation (ωB97M-V with the def2-TZVPD basis set) on C23H23AsOPZn as an isolated structure in a non-equilibrium geometry.

Geometry as XYZ:
```
50
Properties=species:S:1:pos:R:3:forces:R:3:nbo_charge:R:1
C -3.469320 4.899964 3.555180 -0.044 -0.043 0.060 -0.21
C -2.107048 3.634050 1.507532 0.234 0.188 -0.044 -0.40
H -2.957957 1.768520 2.247398 0.105 0.501 -0.146 0.24
H 2.700473 1.476577 2.517034 -0.329 0.013 0.185 0.00
H 1.462431 -0.836500 -2.567027 -0.211 0.789 0.869 0.25
C -1.225616 -2.494442 -1.519696 -0.080 -1.360 -0.190 -0.37
H -2.018547 -3.241521 -1.787140 0.499 1.285 0.607 0.23
C 1.151362 3.876197 1.356603 1.738 0.713 0.569 -0.28
C 0.758465 3.018946 0.328552 -2.748 -0.192 0.313 -0.38
C -0.728002 -1.503577 -2.384989 3.238 -0.129 0.171 -0.49
C 3.413268 3.694138 0.529384 1.184 0.060 -0.005 -0.35
H 4.475090 3.966106 0.617614 -0.492 -0.157 -0.114 0.19
C -1.410648 3.561674 -4.023654 0.216 -0.203 0.668 -0.19
C -3.575259 3.509876 3.388970 -0.178 0.203 0.338 -0.24
H -3.722375 5.875487 -2.990584 0.197 -0.206 0.013 0.19
H 1.807957 0.163683 3.958109 -0.143 0.496 -0.935 -0.03
C -0.346763 -2.628295 -0.417239 -0.522 -1.091 0.515 -0.37
C -1.960849 5.013436 1.680738 -0.452 -0.147 0.397 -0.20
H 0.428164 4.257005 2.078499 0.255 -0.072 -0.211 0.21
C 1.658669 2.446835 -0.569737 1.321 -0.038 -0.697 -0.33
H -4.016369 5.406793 4.365181 0.274 -0.339 -0.420 0.21
H 0.603120 1.742796 3.101094 0.827 -0.694 -0.276 0.02
H -0.940028 3.183191 -4.933619 -0.082 0.149 0.200 0.19
C -1.736184 3.466029 -1.651737 0.460 -0.991 3.068 -0.37
C -2.350469 4.599872 -4.095204 -0.049 0.060 -1.070 -0.37
C -2.682856 4.497082 -1.695914 -0.729 1.091 -1.464 -0.28
O -1.464451 1.161232 0.304853 -0.253 -1.355 -0.138 -1.38
Zn -0.834587 -0.366493 -0.599741 -1.335 2.328 1.138 1.52
C -1.075521 2.992343 -2.793032 0.145 0.377 -1.829 -0.34
C -2.654564 5.650916 2.702734 -0.146 0.017 0.238 -0.23
C 2.499713 4.222824 1.457117 -1.191 -0.113 0.228 -0.23
H -2.621714 5.024159 -5.067024 0.132 -0.153 0.315 0.19
H -2.545624 6.731777 2.835364 -0.098 -0.384 0.020 0.21
H -3.162858 4.860886 -0.791238 0.032 -0.090 -0.130 0.20
C 3.000506 2.803757 -0.469189 -0.417 0.049 0.110 -0.19
C -2.893679 2.855335 2.366462 0.099 0.458 -0.013 -0.12
H 1.422464 -1.589747 0.431547 -0.591 0.023 -2.174 0.27
H 1.341309 1.744622 -1.337697 0.040 0.086 0.215 0.21
As -1.134888 2.846985 0.072159 0.707 0.462 -1.609 1.74
H 3.724844 2.379309 -1.164612 -0.102 0.100 0.161 0.20
H 2.822678 4.880142 2.270425 0.003 -0.220 -0.318 0.20
P 1.506114 0.700224 2.609360 -0.327 0.067 1.058 0.00
H -1.299960 5.588240 1.039197 -0.112 -0.138 -0.076 0.23
H -1.162322 -1.150126 -3.314198 0.306 -0.242 0.086 0.24
H -0.456917 -3.470172 0.310857 0.036 1.375 -0.300 0.23
H -0.313999 2.224477 -2.736685 -0.158 -0.079 -0.023 0.20
H -4.194251 2.924703 4.079023 0.211 0.283 -0.256 0.21
C -2.983079 5.073374 -2.932064 -0.022 -0.339 1.323 -0.24
C 0.694765 -1.151872 -1.857936 -2.575 -0.755 -0.009 -0.44
C 0.739838 -1.691665 -0.485846 1.126 -1.643 -0.423 -0.51
```
Forces are in eV/Å.

Its net charge is -1. The lowest unoccupied orbital energy (alpha / beta) is 2.26 / 2.40 eV. The calculation puts the largest force on an atom at 3.3 eV/A.



Entry 4:
ORCA calculation (ωB97M-V with the def2-TZVPD basis set) on C26H26IO3P2Se4TeTi as an isolated structure.

Geometry as XYZ:
```
64
Properties=species:S:1:pos:R:3:forces:R:3:nbo_charge:R:1
C 4.288274 -1.386957 -1.015004 0.347 -0.110 0.100 -0.17
H 1.431634 -1.541308 2.136069 -0.040 -0.042 -0.038 0.23
Se -2.507045 -1.080530 -1.619822 0.004 0.034 0.043 -0.40
H 6.937888 -3.552764 0.775127 0.038 -0.025 0.017 0.21
C 1.324786 3.799091 2.395655 0.030 0.032 0.084 -0.65
C 0.258374 -3.027134 -1.966983 -0.061 -0.039 0.015 -0.35
H -1.020668 -6.016434 -2.934044 -0.005 -0.041 0.022 0.22
O -0.003910 3.721553 0.262565 0.007 0.201 -0.008 -0.85
P 0.832961 2.559340 -0.400133 0.416 -0.147 0.244 2.05
C 3.833206 -2.533987 -0.291951 -0.180 0.150 -0.157 0.00
C -1.335578 -3.043528 3.367441 -0.005 0.003 -0.003 -0.19
H 5.352966 -5.127546 1.367137 0.033 -0.034 0.032 0.21
O 2.328599 3.094208 -0.460832 -0.020 -0.202 -0.027 -0.83
P 0.895429 -2.066799 -0.554308 -0.203 -0.026 -0.003 0.86
C 0.059744 4.153050 1.650418 -0.240 -0.091 -0.080 -0.05
H 5.913014 -0.152514 -1.584168 0.019 0.037 -0.022 0.22
C -1.918111 -3.454140 2.179050 0.051 0.043 0.012 -0.21
C 2.616511 4.241646 -1.285101 -0.043 0.150 0.190 -0.07
Se -2.781802 1.736376 0.426881 -0.014 0.055 -0.162 0.07
Se -4.202192 0.369838 -0.843025 0.158 -0.030 -0.088 0.03
C 0.249940 -2.386904 -3.204727 -0.178 0.010 0.049 -0.20
C -0.067551 -2.531729 0.934395 -0.038 -0.066 0.108 -0.40
I 3.087581 -0.228479 -2.246880 -0.093 0.224 -0.086 0.25
H -0.077368 5.233539 1.599583 -0.023 -0.054 0.047 0.19
H 7.621928 -1.464981 -0.367314 0.030 0.024 -0.003 0.22
C -0.650127 -4.356920 -4.241876 -0.004 -0.034 0.031 -0.21
C 0.494480 -2.091850 2.139725 -0.016 0.007 0.061 -0.19
H 0.317201 -2.007730 4.268943 0.002 0.003 0.015 0.22
O 0.860566 1.291445 0.441082 0.122 0.247 0.011 -1.17
C -0.657130 -5.001228 -3.011370 -0.001 0.049 -0.047 -0.20
C -1.293239 -3.196207 0.967820 -0.005 0.076 -0.120 -0.13
H -0.196670 -4.863906 -0.939324 -0.031 -0.037 0.085 0.21
H 3.095138 4.970688 -0.625511 -0.030 -0.033 -0.089 0.19
H 1.222138 -4.522565 0.615311 0.065 0.032 -0.015 0.22
C 4.541634 -4.554160 0.939790 -0.075 0.079 -0.058 -0.16
H 3.772712 4.729347 -3.005950 0.033 0.039 -0.037 0.22
C 5.610784 -1.024027 -1.022390 -0.042 -0.063 0.054 -0.23
H 1.189360 4.116487 3.430584 0.039 0.024 0.019 0.22
C 3.516251 3.844179 -2.424100 -0.014 0.064 -0.170 -0.63
Se -1.936884 0.305913 2.019049 0.081 -0.176 -0.059 -0.31
H -0.199892 -2.544706 -5.288954 -0.002 0.032 -0.052 0.21
C 4.852215 -3.324425 0.307824 0.222 -0.180 0.155 -0.08
H -1.829478 -3.237809 4.309200 -0.023 -0.016 0.038 0.22
H -0.814866 3.710882 2.135320 0.107 0.020 0.005 0.19
C 6.588015 -1.778486 -0.346668 -0.117 0.028 -0.041 -0.21
H 1.679273 4.678442 -1.642491 0.061 0.013 -0.054 0.19
C -0.200677 -4.342254 -1.883721 0.146 0.001 -0.034 -0.20
H 0.568099 -1.355055 -3.278212 -0.022 -0.035 -0.011 0.23
H -2.873961 -3.958653 2.188064 -0.035 -0.019 -0.004 0.22
C -0.130074 -2.354235 3.346847 0.015 0.025 -0.022 -0.22
H -1.792516 -3.465458 0.047397 0.058 -0.055 0.001 0.23
Ti -0.728335 0.157833 -0.231749 -0.230 -0.144 0.305 0.66
C 2.474410 -2.976149 -0.130923 -0.024 0.263 -0.115 -0.31
C -0.195208 -3.053949 -4.336007 -0.003 0.039 -0.037 -0.14
H 1.510634 2.726932 2.396149 -0.029 -0.020 -0.018 0.24
C 6.211124 -2.920888 0.282917 -0.088 -0.010 -0.001 -0.17
C 3.258988 -4.998723 0.992241 0.075 0.100 -0.043 -0.20
H 4.434369 3.395012 -2.055162 0.068 -0.059 0.060 0.22
H 3.006248 -5.938988 1.460254 -0.001 -0.051 0.010 0.22
H -1.007007 -4.870893 -5.123207 -0.017 -0.026 -0.042 0.22
C 2.240003 -4.183299 0.471555 -0.057 -0.255 0.176 -0.18
H 3.020727 3.134062 -3.086544 -0.022 -0.012 0.048 0.22
H 2.197477 4.310218 1.992113 0.007 -0.001 -0.033 0.21
Te -0.179095 1.947318 -2.430955 -0.201 0.030 -0.259 -0.23
```
Forces are in eV/Å.

As for the spin multiplicity: 2. The lowest unoccupied orbital energy (alpha / beta) is -0.12 / -0.08 eV. The calculation puts the largest force on an atom at 0.5 eV/A.



How do the records compare in E? In the order shown, they have -1152.529015 -1454.720035 -5321.711932 -12935.912977 Ha.